{"formula": "C12H17N", "method": "ωB97M-V/def2-TZVPD", "homo_energy_ha": -0.2832, "smiles": "Cc1c[nH]c2ccccc12.CCC", "gap_ev": 8.635, "lumo_ev": 0.9, "symbols": ["C", "C", "C", "C", "C", "C", "C", "C", "C", "N", "H", "H", "H", "H", "H", "H", "H", "H", "H", "C", "C", "C", "H", "H", "H", "H", "H", "H", "H", "H"], "positions_angstrom": [[0.019, -1.022, -0.572], [3.599, 0.018, -0.563], [2.334, 0.052, 0.080], [1.489, -0.750, -0.650], [2.211, -1.320, -1.689], [4.301, 1.957, 0.608], [4.623, 0.965, -0.269], [3.140, 1.868, 1.440], [2.210, 0.916, 1.198], [3.562, -0.972, -1.511], [4.917, 2.796, 0.869], [5.423, 1.085, -0.984], [3.077, 2.776, 2.033], [1.335, 0.867, 1.853], [4.306, -1.425, -2.006], [1.818, -1.735, -2.598], [-0.524, -0.364, -1.270], [-0.425, -1.073, 0.438], [-0.216, -2.002, -1.011], [-4.418, -0.515, 0.961], [-4.009, 0.947, 0.902], [-4.456, -1.163, -0.427], [-3.774, -1.124, 1.548], [-5.448, -0.649, 1.396], [-4.410, 1.507, 0.069], [-2.909, 0.874, 0.852], [-5.195, -0.644, -1.071], [-3.442, -1.286, -0.819], [-4.285, 1.593, 1.709], [-4.854, -2.178, -0.515]], "lowdin_charge": [-0.060, -0.203, -0.153, -0.252, -0.038, -0.108, -0.025, -0.106, -0.032, 0.077, 0.090, 0.103, 0.098, 0.113, 0.145, 0.117, 0.082, 0.079, 0.071, -0.325, -0.120, -0.136, 0.079, 0.110, 0.066, 0.074, 0.078, 0.060, 0.055, 0.061]}



{"formula": "C12H17N", "method": "ωB97M-V/def2-TZVPD", "homo_energy_ha": -0.2815, "smiles": "Cc1c[nH]c2ccccc12.CCC", "gap_ev": 8.576, "lumo_ev": 0.9, "symbols": ["C", "C", "C", "C", "C", "C", "C", "C", "C", "N", "H", "H", "H", "H", "H", "H", "H", "H", "H", "C", "C", "C", "H", "H", "H", "H", "H", "H", "H", "H"], "positions_angstrom": [[1.996, 0.790, 2.643], [0.546, 1.352, -0.833], [1.384, 0.613, 0.089], [1.087, 1.062, 1.478], [0.033, 1.952, 1.360], [0.718, 1.063, -2.114], [1.772, 0.216, -2.591], [2.809, -0.239, -1.647], [2.425, -0.141, -0.304], [-0.366, 2.029, 0.023], [0.145, 1.625, -2.716], [1.678, -0.005, -3.673], [-1.195, 2.473, -0.237], [3.858, -0.414, -1.939], [-0.633, 2.397, 2.026], [3.208, -0.506, 0.349], [2.911, 0.127, 2.445], [1.268, 0.288, 3.372], [2.374, 1.736, 3.084], [-2.797, -1.618, -0.432], [-2.750, -0.316, 0.290], [-1.540, -2.598, -0.197], [-3.259, -1.445, -1.394], [-3.692, -2.210, 0.201], [-1.655, 0.078, 0.190], [-3.407, 0.481, -0.198], [-0.609, -2.028, -0.186], [-1.432, -3.158, -1.024], [-3.092, -0.237, 1.282], [-1.784, -3.368, 0.650]], "lowdin_charge": [-0.064, -0.197, -0.152, -0.214, -0.050, -0.061, -0.041, -0.060, -0.081, 0.050, 0.070, 0.096, 0.117, 0.101, 0.101, 0.100, 0.087, 0.097, 0.077, -0.303, -0.171, -0.086, 0.078, 0.138, 0.076, 0.087, 0.056, -0.002, 0.043, 0.106]}



{"formula": "C12H17N", "method": "ωB97M-V/def2-TZVPD", "homo_energy_ha": [-0.4780, -0.4756], "multiplicity": 2, "charge": 1, "gap_ev": [9.563, 5.820], "lumo_ev": [-3.4, -7.1], "symbols": ["C", "C", "C", "C", "C", "C", "C", "C", "C", "C", "N", "H", "H", "H", "H", "H", "H", "H", "H", "H", "H", "H", "C", "C", "H", "H", "H", "H", "H", "H"], "positions_angstrom": [[1.933, -0.065, 2.023], [2.792, 0.808, 2.903], [1.580, 0.435, 0.612], [1.588, 1.663, -0.050], [1.092, -0.590, -0.376], [0.590, 0.130, -1.479], [1.093, -2.049, -0.277], [-0.322, -0.538, -2.402], [0.345, -2.707, -1.334], [-0.432, -1.851, -2.246], [0.923, 1.481, -1.251], [2.274, -1.134, 2.100], [0.832, -0.024, 2.458], [2.499, 1.869, 2.886], [1.913, 2.692, 0.237], [0.707, 2.315, -1.937], [1.686, -2.537, 0.369], [-0.921, 0.007, -3.210], [0.288, -3.699, -1.401], [-1.105, -2.381, -2.874], [3.897, 0.924, 2.469], [2.859, 0.565, 4.044], [-3.026, 0.984, -0.776], [-3.484, 0.125, 0.452], [-1.950, 0.917, -0.847], [-3.578, 0.823, -1.707], [-3.057, 2.066, -0.690], [-3.747, -0.841, 0.163], [-2.733, 0.171, 1.190], [-4.534, 0.443, 0.952]], "lowdin_spin": [0.042, 0.004, 0.287, 0.190, 0.003, 0.019, 0.090, 0.048, 0.012, 0.056, 0.207, 0.006, 0.025, 0.000, 0.003, 0.000, 0.005, 0.001, -0.001, 0.002, 0.001, 0.000, 0.000, 0.000, 0.000, 0.000, 0.000, 0.000, 0.000, 0.000]}



{"formula": "C12H17N3O3S", "method": "ωB97M-V/def2-TZVPD", "homo_energy_ha": -0.3031, "smiles": "COCCCNC(=S)Nc1ccc(C)cc1[N+](=O)[O-]", "gap_ev": 7.534, "lumo_ev": -0.7, "symbols": ["C", "H", "O", "C", "C", "H", "C", "N", "C", "S", "N", "C", "C", "C", "C", "C", "C", "N", "O", "O", "H", "C", "H", "H", "H", "H", "H", "H", "H", "H", "H", "H", "H", "H", "H", "H"], "positions_angstrom": [[-3.111, 1.648, -0.215], [-2.614, 1.650, -1.190], [-2.275, 2.146, 0.806], [-2.031, 3.535, 0.743], [-1.103, 3.967, -0.395], [-1.085, 5.056, -0.433], [0.335, 3.465, -0.220], [0.425, 2.029, -0.105], [0.306, 1.208, -1.160], [0.157, 1.764, -2.711], [0.389, -0.148, -0.977], [0.301, -0.914, 0.158], [-0.447, -0.512, 1.277], [-0.523, -1.291, 2.408], [0.139, -2.518, 2.502], [0.848, -2.945, 1.401], [0.932, -2.177, 0.236], [1.678, -2.740, -0.840], [2.405, -3.682, -0.599], [1.554, -2.259, -1.960], [1.352, -3.900, 1.404], [0.049, -3.340, 3.748], [-0.990, -3.571, 3.976], [0.599, -4.271, 3.639], [0.460, -2.789, 4.593], [-1.124, -0.950, 3.239], [-1.028, 0.395, 1.230], [0.650, -0.663, -1.822], [0.484, 1.634, 0.820], [0.917, 3.772, -1.094], [0.778, 3.896, 0.679], [-1.488, 3.603, -1.347], [-2.987, 4.071, 0.651], [-1.582, 3.786, 1.709], [-4.034, 2.233, -0.284], [-3.352, 0.622, 0.058]], "lowdin_charge": [-0.095, 0.073, -0.235, -0.221, -0.168, 0.118, -0.215, 0.011, -0.837, 0.673, 0.059, -0.144, -0.007, -0.013, -0.267, 0.043, -0.076, -0.336, 0.086, 0.071, 0.125, -0.046, 0.084, 0.078, 0.084, 0.123, 0.089, 0.095, 0.127, 0.093, 0.124, 0.075, 0.121, 0.125, 0.093, 0.091]}



{"formula": "C12H17NOS", "method": "ωB97M-V/def2-TZVPD", "homo_energy_ha": [-0.2870, -0.2204], "gap_ev": [8.330, 6.310], "lumo_ev": [0.5, 0.3], "symbols": ["C", "C", "C", "C", "C", "C", "C", "C", "C", "C", "C", "C", "N", "O", "S", "H", "H", "H", "H", "H", "H", "H", "H", "H", "H", "H", "H", "H", "H", "H", "H", "H"], "positions_angstrom": [[-0.716, -0.704, -0.089], [2.179, -1.343, 1.379], [1.439, -1.967, 0.226], [3.431, -0.421, 0.996], [1.245, 0.100, -1.253], [-0.269, 1.636, 0.003], [0.578, -0.924, -0.450], [1.075, 1.516, -0.730], [2.264, 1.860, 0.271], [3.098, 1.004, 0.817], [-1.342, 0.509, -0.074], [-4.479, -0.509, -1.261], [-2.661, 0.905, -0.017], [-4.803, -0.081, 1.392], [-3.731, -0.502, 0.536], [1.481, -0.918, 2.016], [2.465, -2.126, 1.963], [2.090, -2.410, -0.532], [0.805, -2.785, 0.660], [4.055, -0.504, 1.800], [3.870, -0.846, 0.089], [2.386, -0.037, -1.267], [0.741, 0.190, -2.205], [0.070, 1.957, 0.991], [-0.791, 2.541, -0.284], [-1.217, -1.535, 0.481], [1.257, 2.136, -1.615], [2.095, 2.866, 0.498], [-5.071, 0.351, -1.404], [-3.685, -0.351, -1.920], [-5.026, -1.445, -1.128], [-2.832, 1.835, 0.112]], "lowdin_charge": [-0.098, -0.160, -0.165, -0.161, -0.143, -0.089, -0.240, -0.275, -0.085, 0.043, -0.317, -0.164, -0.125, -0.503, 0.962, 0.098, 0.070, 0.115, 0.127, 0.065, 0.113, 0.137, 0.121, 0.115, 0.099, 0.105, 0.133, 0.075, 0.030, 0.015, 0.039, 0.062]}



{"formula": "C12H17NOS", "method": "ωB97M-V/def2-TZVPD", "homo_energy_ha": -0.3016, "gap_ev": 8.773, "lumo_ev": 0.6, "symbols": ["C", "C", "C", "C", "C", "C", "C", "C", "C", "C", "C", "C", "N", "O", "S", "H", "H", "H", "H", "H", "H", "H", "H", "H", "H", "H", "H", "H", "H", "H", "H", "H"], "positions_angstrom": [[1.533, 0.968, 0.627], [0.575, 1.999, -1.445], [0.282, 0.824, 1.075], [-0.726, 1.750, -0.955], [1.677, 1.593, -0.701], [-0.793, 1.160, 0.292], [-3.007, 2.741, 1.378], [-0.153, -2.384, 0.773], [-1.457, -2.003, 0.513], [3.006, 1.880, -1.257], [0.326, -2.548, 2.135], [-3.011, -1.408, -0.997], [-1.819, -1.773, -0.838], [-2.142, 0.365, 2.370], [-2.448, 0.921, 1.005], [2.376, 0.482, 1.018], [0.754, 2.577, -2.408], [0.095, 0.235, 1.981], [-1.631, 1.790, -1.544], [-2.796, 2.905, 2.405], [-2.278, 3.205, 0.825], [0.380, -2.762, -0.066], [-2.168, -1.796, 1.250], [3.847, 1.969, -0.482], [3.433, 0.990, -1.786], [3.032, 2.547, -2.055], [1.326, -2.948, 2.114], [0.212, -1.575, 2.620], [-0.144, -3.349, 2.715], [-3.327, -1.114, -2.060], [-3.979, 2.893, 0.983], [-3.755, -1.502, -0.142]], "lowdin_charge": [0.002, -0.039, -0.115, -0.075, -0.250, -0.400, -0.138, -0.129, -0.197, -0.081, -0.109, -0.129, -0.032, -0.557, 0.932, 0.101, 0.134, 0.092, 0.111, 0.043, -0.010, 0.096, 0.068, 0.110, 0.096, 0.045, 0.068, 0.067, 0.087, 0.092, 0.032, 0.087]}